P | Computed, not measured: 2 unconnected molecules or ions with the total composition C6H10OS, with ωB97M-V/def2-TZVPD.

Values from the calculation:
2S+1: 1
Kohn-Sham gap in eV: 6.60
HOMO in eV: -6.60
LUMO energy in eV: 0.005

Each line ends with the Mulliken charge.
Geometry (Å):
C  -2.60  0.72  -0.11  0.222
C  -2.44  -0.56  -0.43  -0.420
C  1.27  1.10  0.67  -0.151
C  1.16  -0.39  -1.11  -0.215
C  1.06  1.28  2.16  -0.992
C  0.63  -1.78  -1.48  -1.065
O  0.96  -0.01  0.12  -0.185
S  -2.78  2.26  0.20  -0.300
H  -3.28  -1.22  -0.54  0.319
H  -1.43  -0.72  -0.82  0.143
H  1.60  1.90  0.16  0.496
H  1.34  0.29  -1.81  0.443
H  0.59  0.33  2.54  0.240
H  0.41  2.09  2.30  0.294
H  2.04  1.39  2.78  0.263
H  1.37  -2.63  -1.61  0.271
H  0.11  -1.87  -2.43  0.304
H  0.01  -2.18  -0.62  0.333

---

Q | Computed, not measured: a molecular structure, C6H10OS, with ωB97M-V/def2-TZVPD.

Values from the calculation:
2S+1: 1
Kohn-Sham gap in eV: 9.55
HOMO in eV: -8.84
LUMO energy in eV: 0.704

Each line ends with the Mulliken charge.
Geometry (Å):
C  1.82  -0.29  -1.12  -0.988
C  0.27  -0.14  -0.88  0.007
C  -0.47  -1.24  0.08  -0.294
C  -0.14  -0.44  1.29  -0.540
C  -0.47  0.72  0.38  0.142
C  -1.85  0.46  0.04  -0.653
H  1.94  -0.68  -2.39  0.268
H  2.37  -1.18  -0.43  0.255
H  2.28  0.78  -1.05  0.251
H  -0.33  0.36  -1.66  0.403
H  -0.46  -2.28  -0.16  0.483
H  -0.82  -0.78  2.16  0.217
H  0.93  -0.41  1.51  0.343
H  1.35  1.99  1.59  0.142
H  -2.29  0.90  -0.80  0.394
H  -2.61  0.71  0.82  0.279
O  -1.80  -0.94  -0.18  -0.474
S  0.28  2.47  0.82  -0.237

---

Stability, highest: Q

---

P | Computed, not measured: a molecular structure, C6H10OS, with ωB97M-V/def2-TZVPD.

Values from the calculation:
2S+1: 1
Kohn-Sham gap in eV: 9.67
HOMO in eV: -8.89
LUMO energy in eV: 0.781

Each line ends with the Mulliken charge.
Geometry (Å):
C  -0.54  -0.71  -2.10  -0.750
C  0.31  0.26  -1.20  0.081
C  1.63  0.24  0.72  -0.736
C  0.06  0.52  1.01  0.550
C  -0.97  -0.61  0.82  -0.774
C  -0.70  0.53  -0.20  -0.838
H  -0.24  -0.82  -3.47  0.264
H  -0.20  -1.60  -1.26  0.193
H  -1.93  -0.37  -1.72  0.215
H  0.74  1.27  -1.53  0.379
H  1.92  -0.59  1.47  0.247
H  2.27  0.95  0.60  0.525
H  -0.02  0.76  3.38  0.129
H  -1.76  -0.83  1.51  0.373
H  -0.53  -1.55  0.56  0.264
H  -1.42  1.26  -0.47  0.601
O  1.45  -0.33  -0.52  -0.457
S  -0.05  1.62  2.41  -0.267

---

Q | Computed, not measured: a molecular structure, C6H10OS, with ωB97M-V/def2-TZVPD.

Values from the calculation:
2S+1: 1
Kohn-Sham gap in eV: 9.52
HOMO in eV: -8.71
LUMO energy in eV: 0.807

Each line ends with the Mulliken charge.
Geometry (Å):
C  -0.14  -0.63  1.47  -0.525
C  0.92  0.17  1.40  -0.107
C  -1.03  -1.16  0.38  -0.794
C  -0.71  -0.64  -1.08  -0.812
C  1.46  0.68  0.13  -0.371
C  -0.15  0.80  -0.99  -0.215
O  0.13  1.27  -2.24  -0.505
S  2.15  2.45  0.14  -0.247
H  -0.37  -1.04  2.41  0.430
H  1.69  0.40  2.24  0.209
H  -1.06  -2.18  0.48  0.516
H  -2.09  -0.97  0.57  0.350
H  -0.17  -1.21  -1.69  0.426
H  -1.71  -0.48  -1.53  0.296
H  2.21  0.09  -0.35  0.403
H  -0.74  1.51  -0.44  0.402
H  0.86  1.87  -2.03  0.392
H  1.05  3.23  0.47  0.153

---

Stability, highest: Q

---

P | Computed, not measured: a molecular structure, C26H22F6N3O4PbS6, with ωB97M-V/def2-TZVPD.

Values from the calculation:
Net charge: +1
2S+1: 1
Kohn-Sham gap in eV: 6.44
HOMO in eV: -11.41
LUMO energy in eV: -4.974

Each line ends with the Mulliken charge.
Geometry (Å):
Pb  0.86  1.93  -0.47  1.041
S  -1.35  -0.94  2.30  -0.078
C  -1.22  -1.28  0.71  0.414
N  -1.71  -0.47  -0.27  0.450
C  -1.53  -0.93  -1.68  -0.891
C  -1.76  -2.41  -1.77  -0.748
N  -0.89  -3.08  -0.81  0.200
C  -0.39  -4.39  -1.21  -2.120
C  0.90  -4.44  -1.96  1.374
C  1.32  -3.29  -2.67  0.179
C  2.41  -3.39  -3.50  -0.762
C  3.10  -4.58  -3.62  -0.644
C  2.63  -5.70  -3.00  -0.563
C  1.52  -5.66  -2.11  -0.881
C  -0.61  -2.55  0.34  0.257
S  2.09  -1.94  0.51  0.119
C  -2.48  0.77  0.11  -1.648
C  -3.94  0.48  0.42  0.756
C  -4.80  0.04  -0.61  -0.392
C  -6.16  -0.09  -0.35  -0.645
C  -6.67  0.14  0.94  -0.587
C  -5.81  0.55  1.95  -0.681
C  -4.44  0.71  1.70  -0.233
H  -0.54  -0.68  -1.98  0.262
H  -2.26  -0.41  -2.28  0.485
H  -1.46  -2.73  -2.77  0.659
H  -2.84  -2.68  -1.67  0.331
H  -1.18  -4.82  -1.87  0.556
H  -0.28  -4.99  -0.33  0.686
H  0.88  -2.33  -2.55  0.337
H  2.82  -2.54  -4.05  0.385
H  3.97  -4.60  -4.22  0.452
H  3.20  -6.59  -3.11  0.398
H  1.21  -6.52  -1.55  0.474
H  -2.46  1.44  -0.78  0.391
H  -1.91  1.23  0.92  0.810
H  -4.50  0.02  -1.64  0.367
H  -6.79  -0.41  -1.15  0.422
H  -7.73  0.19  1.15  0.384
H  -6.22  0.69  2.92  0.425
H  -3.81  1.00  2.54  0.391
S  3.12  0.91  -0.32  -0.316
C  2.80  0.50  1.39  -0.610
C  3.13  1.39  2.42  -0.058
C  3.16  0.91  3.75  -0.880
C  2.82  -0.38  4.07  -0.830
C  2.34  -1.18  3.06  -0.611
C  2.36  -0.76  1.78  1.316
S  0.72  -3.27  1.35  -0.244
H  3.51  2.37  2.16  0.536
H  3.49  1.62  4.50  0.434
H  2.97  -0.78  5.08  0.397
H  2.08  -2.18  3.25  0.447
F  -1.41  5.00  0.48  -0.231
C  -0.51  5.59  1.29  0.554
F  -0.25  6.81  0.81  -0.181
F  -1.03  5.74  2.51  -0.193
S  0.95  4.49  1.49  1.211
O  0.32  3.20  1.89  -0.636
O  1.79  5.12  2.39  -0.579
N  1.50  4.15  0.02  -0.486
S  2.37  5.10  -0.97  1.005
O  2.17  4.42  -2.23  -0.674
O  2.10  6.46  -0.77  -0.554
C  4.24  5.01  -0.56  0.669
F  4.74  6.18  -0.92  -0.198
F  4.43  4.83  0.77  -0.213
F  4.89  4.01  -1.19  -0.205

---

Q | Computed, not measured: a molecular structure, C26H22F6N3O4PbS6, with ωB97M-V/def2-TZVPD.

Values from the calculation:
Net charge: +1
2S+1: 1
Kohn-Sham gap in eV: 6.01
HOMO in eV: -11.82
LUMO energy in eV: -5.803

Each line ends with the Mulliken charge.
Geometry (Å):
Pb  0.05  0.37  -4.04  0.720
S  2.72  0.64  -2.56  -0.119
C  2.13  1.27  -1.19  -0.476
N  2.34  0.78  0.03  0.408
C  2.01  1.59  1.26  -0.142
C  2.23  3.02  0.90  -0.963
N  1.32  3.32  -0.25  0.141
C  0.55  4.57  -0.06  -2.013
C  -0.61  4.32  0.90  0.848
C  -0.50  4.66  2.26  -0.133
C  -1.55  4.44  3.11  -0.889
C  -2.77  4.05  2.59  -0.291
C  -2.95  3.77  1.25  -0.829
C  -1.84  3.83  0.39  -0.028
C  1.21  2.49  -1.26  0.876
S  0.07  2.78  -2.51  -0.182
C  3.02  -0.51  0.29  -0.420
C  2.61  -1.10  1.62  -0.041
C  3.52  -1.09  2.67  -0.252
C  3.21  -1.68  3.90  -0.724
C  1.99  -2.36  4.04  -0.511
C  1.09  -2.44  2.96  -0.665
C  1.39  -1.79  1.74  0.134
H  2.72  1.42  2.07  0.461
H  1.03  1.39  1.68  0.074
H  3.26  3.16  0.56  0.322
H  1.91  3.58  1.74  0.411
H  0.33  4.98  -1.03  0.783
H  1.26  5.27  0.44  0.457
H  0.44  5.06  2.70  0.371
H  -1.44  4.51  4.22  0.369
H  -3.63  3.91  3.26  0.354
H  -3.96  3.54  0.90  0.438
H  -1.95  3.66  -0.67  0.428
H  4.09  -0.40  0.20  0.452
H  2.69  -1.16  -0.52  -0.040
H  4.51  -0.75  2.44  0.437
H  3.92  -1.67  4.70  0.425
H  1.73  -2.94  4.94  0.365
H  0.16  -3.02  3.08  0.403
H  0.80  -1.92  0.85  0.361
S  -2.83  -0.12  -3.70  -0.238
C  -3.24  -0.30  -2.13  0.510
C  -4.62  -0.55  -1.80  -0.751
C  -4.95  -0.67  -0.51  -0.597
C  -3.98  -0.50  0.56  -0.476
C  -2.68  -0.29  0.38  -0.771
C  -2.21  -0.18  -1.00  0.478
S  -0.60  -0.11  -1.23  0.249
H  -5.36  -0.64  -2.57  0.521
H  -5.99  -0.90  -0.21  0.396
H  -4.30  -0.42  1.62  0.398
H  -2.00  -0.04  1.21  0.499
F  2.10  -4.72  -4.72  -0.189
C  2.39  -3.95  -3.71  0.391
F  2.80  -4.70  -2.67  -0.175
F  3.34  -3.13  -4.06  -0.192
S  0.89  -2.88  -3.30  1.467
O  0.98  -1.75  -4.28  -0.851
O  0.94  -2.49  -1.92  -0.354
N  -0.38  -3.65  -3.71  -0.632
S  -0.93  -4.89  -2.71  1.102
O  -2.12  -5.33  -3.29  -0.631
O  0.13  -5.74  -2.32  -0.592
C  -1.52  -4.09  -1.17  0.495
F  -2.45  -4.80  -0.62  -0.226
F  -0.53  -3.90  -0.27  -0.159
F  -2.00  -2.82  -1.45  0.011

---

Stability, highest: P

---

P | Computed, not measured: 10 unconnected molecules or ions with the total composition C5H31NO10, with ωB97M-V/def2-TZVPD.

Values from the calculation:
2S+1: 1
Kohn-Sham gap in eV: 10.04
HOMO in eV: -9.89
LUMO energy in eV: 0.146
Structure (SMILES): CCNC[C@@H](C)O.O.O.O.O.O.O.O.O.O

Each line ends with the Mulliken charge.
Geometry (Å):
C  -0.84  -0.15  -2.72  -0.747
N  0.01  0.53  -1.75  -0.122
C  -0.52  0.90  -0.40  -1.171
C  0.44  0.44  0.68  1.041
C  -0.26  0.33  2.08  -1.194
O  0.84  -0.94  0.43  -0.384
C  -0.85  -1.64  -2.53  -1.251
H  -1.78  0.27  -3.03  0.491
H  -0.38  0.13  -3.71  0.392
H  0.32  1.44  -2.09  0.412
H  -1.44  0.34  -0.18  0.232
H  -0.84  1.93  -0.43  0.105
H  1.40  0.96  0.66  0.315
H  0.25  0.86  2.85  0.241
H  -0.39  -0.73  2.34  0.191
H  -1.30  0.53  1.79  0.296
H  1.04  -1.00  -0.52  0.152
H  0.09  -2.07  -2.81  0.366
H  -0.99  -1.90  -1.47  0.217
H  -1.65  -2.13  -3.10  0.436
H  -3.06  -0.86  -2.23  0.279
H  -3.73  -0.56  -0.99  0.311
O  -3.38  -0.08  -1.76  -0.623
H  0.48  -2.68  1.88  0.368
H  0.18  -3.12  3.39  0.274
O  0.65  -3.32  2.57  -0.691
H  -1.91  2.75  2.35  0.267
H  -0.67  3.50  2.51  0.302
O  -1.12  2.96  1.83  -0.532
H  -1.91  -2.61  1.26  0.347
H  -2.52  -2.75  2.72  0.265
O  -2.36  -2.16  1.98  -0.599
H  3.41  1.12  -2.61  0.309
H  2.47  0.07  -1.97  0.386
O  3.38  0.22  -2.27  -0.685
H  1.82  3.63  0.88  0.283
H  2.60  3.14  2.04  0.331
O  1.98  3.85  1.81  -0.618
H  0.50  -4.07  0.39  0.293
H  -0.02  -2.63  -0.02  0.362
O  -0.26  -3.57  0.08  -0.755
H  0.17  4.20  -0.26  0.328
H  -0.93  3.69  -1.19  0.411
O  -0.15  4.28  -1.16  -0.626
H  3.14  -1.39  1.08  0.304
H  4.10  -0.64  0.36  0.336
O  4.03  -1.05  1.23  -0.645

---

Q | Computed, not measured: 10 unconnected molecules or ions with the total composition C5H31NO10, with ωB97M-V/def2-TZVPD.

Values from the calculation:
2S+1: 1
Kohn-Sham gap in eV: 9.60
HOMO in eV: -9.70
LUMO energy in eV: -0.099
Structure (SMILES): CC(C)[C@H](N)CO.O.O.O.O.O.O.O.O.O

Each line ends with the Mulliken charge.
Geometry (Å):
C  -0.04  0.73  1.74  -0.680
O  1.07  -0.10  2.34  -0.704
C  -0.08  0.14  0.36  1.143
C  -0.97  0.90  -0.64  1.288
C  -0.75  2.35  -0.47  -0.909
C  -1.16  0.30  -2.05  -1.300
N  -0.68  -1.34  0.41  -0.252
H  0.67  1.64  1.89  0.115
H  -0.95  0.59  2.44  0.301
H  0.97  -0.38  3.38  0.314
H  0.95  0.02  -0.01  -0.178
H  -2.08  0.78  -0.14  -0.037
H  -1.09  2.81  0.55  0.308
H  -1.07  3.09  -1.21  0.379
H  0.34  2.64  -0.36  -0.004
H  -1.55  -0.80  -1.97  0.094
H  -0.14  0.16  -2.55  0.107
H  -1.71  0.76  -2.88  0.477
H  0.06  -1.97  0.82  0.315
H  -1.64  -1.40  0.74  -0.277
H  1.94  3.32  0.89  0.209
H  0.82  4.27  1.20  0.343
O  1.44  3.65  1.65  -0.660
H  -2.93  -2.77  -0.41  0.340
H  -3.93  -2.02  -1.40  0.316
O  -3.57  -2.95  -1.11  -0.635
H  1.24  -2.77  -1.23  0.310
H  0.03  -1.77  -1.31  0.216
O  0.83  -2.12  -1.77  -0.689
H  1.66  -1.26  -2.95  0.501
H  2.12  0.19  -2.98  0.230
O  2.06  -0.56  -3.47  -0.714
H  -3.03  -1.34  2.33  0.444
H  -1.89  -1.32  3.52  0.298
O  -2.47  -0.75  2.96  -0.691
H  2.86  1.93  -1.08  0.283
H  3.34  2.65  0.24  0.424
O  2.66  2.84  -0.60  -0.733
H  4.53  -0.77  -0.51  0.237
H  3.73  -0.38  -1.66  0.255
O  3.69  -0.63  -0.75  -0.560
H  1.72  -1.88  1.75  0.396
H  2.43  -1.70  0.47  0.316
O  2.04  -2.37  0.98  -0.717
H  -3.19  -0.92  0.50  0.153
H  -4.16  -0.35  1.41  0.372
O  -4.08  -1.12  0.94  -0.744

---

Stability, highest: P

---

P | Computed, not measured: a molecular structure, C4H6S, with ωB97M-V/def2-TZVPD.

Values from the calculation:
2S+1: 1
Kohn-Sham gap in eV: 7.91
HOMO in eV: -8.68
LUMO energy in eV: -0.774

Each line ends with the Mulliken charge.
Geometry (Å):
C  -0.70  1.34  -0.06  -0.738
C  -0.99  -0.12  -0.06  0.285
C  0.17  -1.03  -0.08  -0.141
C  1.46  -0.77  0.09  -0.616
H  -0.65  1.57  1.22  0.234
H  -1.50  2.01  -0.69  0.300
H  0.57  1.27  -0.53  0.201
H  -0.20  -2.04  -0.40  0.267
H  2.16  0.16  0.58  0.233
H  2.19  -1.64  -0.14  0.214
S  -2.50  -0.77  0.07  -0.239

---

Q | Computed, not measured: C4H6S in the gas phase, with ωB97M-V/def2-TZVPD.

Values from the calculation:
2S+1: 1
Kohn-Sham gap in eV: 8.29
HOMO in eV: -8.51
LUMO energy in eV: -0.218
Structure (SMILES): S=CC1CC1

Each line ends with the Mulliken charge.
Geometry (Å):
C  -1.34  -0.14  -0.09  -0.421
C  -0.19  0.04  0.69  0.255
C  0.74  0.97  -0.13  -0.478
C  0.84  -0.64  -0.01  -0.834
H  -1.04  -0.81  -1.13  0.151
H  -0.38  0.13  1.76  0.439
H  1.65  1.57  0.22  0.258
H  0.46  1.31  -1.17  0.249
H  0.80  -1.55  -0.75  0.258
H  1.49  -1.00  0.55  0.347
S  -3.02  0.14  0.06  -0.223

---

Stability, highest: P